This record from the Open Molecules 2025 dataset describes a structure of composition C20H46OP4Y at a distorted geometry. The level of theory is ωB97M-V/def2-TZVPD.

XYZ file:
```
72
Properties=species:S:1:pos:R:3:forces:R:3
Y -0.30364 -0.19323 0.31144 1.6 -0.7 1.9
P -1.93514 -2.26841 1.27131 -1.1 -1.3 0.4
P 1.38059 -1.11865 2.73647 0.5 0.4 0.3
P 1.65132 -1.97007 -0.76207 0.7 -0.1 -0.6
H -0.90683 5.65280 -5.41030 0.0 -0.3 -0.3
C -0.90876 4.72115 -5.98741 2.2 1.7 0.1
C -1.93072 3.85935 -5.94211 -2.0 -2.0 -0.1
H -2.87001 4.06245 -5.41769 0.4 0.0 -0.1
C -3.52109 -1.78274 2.04895 0.0 0.4 0.0
C -1.49274 -3.72043 2.29194 0.4 0.0 0.1
C -2.59414 -3.11113 -0.21808 0.2 0.1 -0.2
C 3.01987 -0.27925 2.79691 -0.2 0.1 -0.1
C 0.77135 -0.74038 4.42285 -0.2 0.1 0.1
C 1.91867 -2.85448 2.97594 0.0 -0.3 -0.2
C 1.12104 -1.78359 -2.52103 -0.2 -0.1 0.0
C 1.79565 -3.79769 -0.63685 -0.3 -0.1 0.1
C 3.39204 -1.36572 -0.85713 -0.2 0.1 0.2
H -0.03101 4.51874 -6.61099 -0.4 0.2 0.1
H -1.86613 2.90692 -6.47722 -0.3 0.6 0.0
H -3.94784 -0.93034 1.50845 -0.1 -0.1 0.1
H -3.36864 -1.48257 3.09163 0.0 -0.1 -0.2
H -4.23065 -2.62075 2.00461 0.2 0.2 0.1
H -1.16295 -3.41264 3.29149 -0.1 0.0 -0.2
H -0.67281 -4.28606 1.83133 -0.2 0.1 0.1
H -2.36498 -4.37884 2.39071 0.2 0.2 0.0
H -2.93721 -2.36316 -0.94318 -0.1 -0.2 0.0
H -3.43775 -3.75066 0.07109 0.2 0.1 -0.2
H -1.81899 -3.72185 -0.69724 -0.2 0.1 0.1
H 3.54792 -0.58275 3.71190 -0.1 0.1 -0.3
H 2.87118 0.80630 2.79384 0.1 -0.2 0.0
H 3.62203 -0.54205 1.91831 -0.1 0.1 0.2
H 1.51254 -1.01931 5.18523 -0.2 0.0 -0.2
H -0.15356 -1.30045 4.61083 0.1 0.1 0.0
H 0.54817 0.32846 4.52813 0.2 -0.3 0.0
H 2.96963 -2.86569 3.29584 -0.3 -0.1 0.0
H 1.83165 -3.42681 2.04532 0.0 0.0 0.3
H 1.30049 -3.33667 3.74262 0.2 0.0 -0.2
H 1.70578 -2.50450 -3.11296 -0.3 0.4 -0.1
H 1.28648 -0.75550 -2.88290 0.1 -0.4 0.1
H 0.04578 -2.01529 -2.61034 0.4 0.0 -0.1
H 2.00493 -4.22610 -1.63040 0.0 0.1 0.4
H 0.83518 -4.20034 -0.27191 0.4 0.0 -0.2
H 2.59315 -4.07899 0.06883 -0.3 0.1 -0.3
H 3.87105 -1.64672 -1.80712 -0.2 -0.1 0.3
H 3.96762 -1.77089 -0.01183 -0.1 0.1 -0.3
H 3.37112 -0.26951 -0.77239 0.1 -0.3 0.0
C -0.31621 1.72490 -2.38572 -1.2 -1.7 2.8
C 0.77619 2.60977 -2.39829 2.0 0.4 -0.3
C 1.39857 2.91092 -3.60064 0.2 0.6 1.1
C 0.89387 2.39925 -4.79775 0.3 0.7 -0.3
C -0.32244 1.71385 -4.77797 -2.2 -0.5 0.2
C -0.98953 1.45739 -3.59214 -0.4 -0.7 -1.1
O -0.66623 1.11936 -1.26340 -0.3 2.3 -3.9
H 1.40816 0.89154 0.36568 0.1 0.0 0.0
H 1.19189 2.89943 -1.43358 -0.1 0.2 -0.2
H 2.25670 3.58175 -3.59889 -0.1 -0.3 0.0
H 1.37680 2.57785 -5.76082 0.1 -0.1 0.4
H -0.82846 1.45877 -5.70735 0.5 -0.4 0.2
H -1.96672 0.96388 -3.54280 0.5 0.1 -0.2
C -1.89001 1.61901 3.78355 0.1 -0.2 -0.3
P -0.87731 1.79643 2.25019 -0.1 1.0 0.5
C -1.88786 2.92238 1.21141 -0.3 -0.1 -0.1
C 0.43711 3.03145 2.62101 0.1 -0.4 0.1
H -2.70114 0.91413 3.55436 0.1 0.2 0.2
H -2.31892 2.57754 4.09914 0.1 -0.2 -0.1
H -1.28984 1.19147 4.59808 -0.2 0.2 -0.3
H -2.05777 3.87179 1.74566 0.0 -0.4 -0.3
H -1.35274 3.10949 0.26673 -0.2 0.1 0.4
H -2.84544 2.44235 0.97596 0.0 0.3 0.0
H 1.05195 2.72562 3.47846 -0.1 0.2 -0.2
H -0.04240 4.00447 2.81193 0.3 -0.4 0.1
H 1.08212 3.10327 1.73237 -0.2 0.0 0.3
```
Forces are in eV/Å.

Output
**E_HOMO (spin up / spin down)**: -16.315 / -16.149 eV
**E_LUMO (spin up / spin down)**: -12.44 / -13.78 eV
**Charge**: +3
**Relative energy (zero: lowest compared OMol25 entry of this formula, charge and spin)**: 28.3 kcal/mol

Formally, the Löwdin partial charges of the atoms, in units of the elementary charge, are as follows: number 1, Y, carries 0.788; number 2, P, carries 0.705; number 3, P, carries 0.711; number 4, P, carries 0.716; number 5, H, carries 0.116; number 6, C, carries 0.137; number 7, C, carries 0.120; number 8, H, carries 0.118; number 9, C, carries -0.265; number 10, C, carries -0.253; number 11, C, carries -0.274; number 12, C, carries -0.270; number 13, C, carries -0.278; number 14, C, carries -0.261; number 15, C, carries -0.280; number 16, C, carries -0.252; number 17, C, carries -0.259; number 18, H, carries 0.105; number 19, H, carries 0.087; number 20, H, carries 0.045; number 21, H, carries 0.047; number 22, H, carries 0.067; number 23, H, carries 0.040; number 24, H, carries 0.042; number 25, H, carries 0.071; number 26, H, carries 0.042; number 27, H, carries 0.065; number 28, H, carries 0.042; number 29, H, carries 0.063; number 30, H, carries 0.033; number 31, H, carries 0.025; number 32, H, carries 0.071; number 33, H, carries 0.044; number 34, H, carries 0.011; number 35, H, carries 0.063; number 36, H, carries 0.000; number 37, H, carries 0.050; number 38, H, carries 0.061; number 39, H, carries 0.032; number 40, H, carries 0.042; number 41, H, carries 0.062; number 42, H, carries 0.030; number 43, H, carries 0.054; number 44, H, carries 0.064; number 45, H, carries 0.047; number 46, H, carries 0.025; number 47, C, carries -0.317; number 48, C, carries 0.070; number 49, C, carries 0.007; number 50, C, carries 0.016; number 51, C, carries -0.052; number 52, C, carries 0.050; number 53, O, carries -0.230; number 54, H, carries -0.036; number 55, H, carries 0.131; number 56, H, carries 0.142; number 57, H, carries 0.146; number 58, H, carries 0.121; number 59, H, carries 0.152; number 60, C, carries -0.236; number 61, P, carries 0.717; number 62, C, carries -0.284; number 63, C, carries -0.256; number 64, H, carries 0.032; number 65, H, carries 0.067; number 66, H, carries 0.032; number 67, H, carries 0.066; number 68, H, carries 0.025; number 69, H, carries 0.048; number 70, H, carries 0.048; number 71, H, carries 0.061; number 72, H, carries 0.029